The following is a quantum chemistry calculation of a structure of composition C53H65N6O3S6SiW, from the OMol25 dataset.

Output
2S+1 ... 4
Charge ... +2
Orbital gap (spin up / spin down) ... 6.93 / 7.49 eV
ΔE to the lowest compared entry with this formula, charge and spin ... 0.088 eV
HOMO level (spin up / spin down) ... -11.4 / -12.8 eV
⟨S²⟩ ... 3.775

The geometry in XYZ format:
```
135
Properties=species:S:1:pos:R:3:forces:R:3:mulliken_charge:R:1
W 0.378438 0.315875 -0.098637 0.336 -0.093 -0.086 0.78
C 2.726239 -1.851744 1.706570 -0.033 0.002 -0.009 -1.41
C 2.555575 -0.510320 2.394480 0.062 0.003 -0.024 1.42
C 2.522864 -0.714487 3.901423 -0.017 0.044 -0.001 -1.34
C 3.646783 0.466182 1.997045 -0.001 -0.004 -0.008 -1.14
O 1.268552 0.090201 1.926236 0.051 -0.011 -0.042 1.46
Si 0.186257 0.998572 2.880554 -0.009 -0.027 0.130 -1.66
S -1.055132 1.675935 1.332443 -0.086 0.063 0.060 -0.88
O -0.476940 -0.111244 3.855771 0.014 0.035 -0.036 0.81
C -1.320000 -0.088674 5.036556 -0.014 -0.035 0.013 1.64
C -1.395829 1.301404 5.646952 0.019 -0.006 -0.033 -1.68
C -0.699171 -1.073304 6.014813 0.008 -0.007 -0.016 -1.65
C -2.699737 -0.548050 4.595806 0.000 0.096 0.015 -1.36
O 0.959425 2.107328 3.756272 0.016 -0.046 -0.078 0.52
C 1.294443 3.517495 3.683761 -0.020 0.015 0.047 1.67
C 1.778165 3.873376 2.288603 -0.025 -0.009 -0.005 -1.17
C 0.054809 4.324243 4.038605 -0.023 -0.020 0.000 -1.61
C 2.393471 3.720175 4.713126 0.000 0.006 0.013 -1.71
H 3.562494 -2.377008 2.168853 0.014 -0.004 0.009 0.60
H 2.946763 -1.735285 0.648864 0.017 -0.033 0.083 0.15
H 1.832405 -2.461679 1.824747 -0.028 -0.024 0.013 0.16
H 3.501964 -1.083822 4.208712 -0.009 -0.017 -0.007 0.65
H 1.769674 -1.447510 4.187700 -0.002 -0.003 -0.010 0.07
H 2.338425 0.216037 4.435904 -0.014 0.023 0.016 0.10
H 4.626688 0.013487 2.153623 0.001 -0.003 0.012 0.54
H 3.587019 1.376103 2.593586 0.003 0.004 0.003 -0.05
H 3.546489 0.723573 0.940822 0.023 -0.001 -0.017 -0.20
H -0.413354 1.644788 5.965900 0.023 0.015 -0.004 0.33
H -2.055681 1.280523 6.514897 0.008 -0.009 -0.001 0.55
H -1.805461 2.018798 4.932746 -0.001 0.022 -0.022 0.26
H 0.292625 -0.737630 6.319557 0.005 0.001 -0.002 0.37
H -0.611041 -2.057444 5.550975 -0.023 0.020 0.018 0.08
H -1.319951 -1.171212 6.905528 -0.005 0.014 0.006 0.48
H -3.101907 0.145516 3.852781 0.065 -0.057 0.125 0.18
H -3.380980 -0.574887 5.446702 -0.012 -0.011 0.018 0.53
H -2.656081 -1.545987 4.155561 0.010 0.005 -0.013 0.22
H 0.976948 3.733557 1.563262 0.001 0.008 -0.007 0.09
H 2.631844 3.258025 2.001802 -0.009 -0.001 -0.003 0.20
H 2.087289 4.919107 2.260458 0.008 0.003 0.008 0.59
H -0.757326 4.101566 3.343325 0.005 0.004 -0.002 0.21
H 0.273896 5.390526 3.976470 0.002 0.005 0.007 0.53
H -0.275761 4.102109 5.052794 -0.003 -0.017 0.009 0.34
H 3.293682 3.171573 4.431368 -0.003 -0.012 0.000 0.31
H 2.063789 3.367129 5.690435 -0.002 0.013 0.002 0.32
H 2.646699 4.777366 4.795056 0.007 0.002 -0.011 0.48
N -0.784766 0.398612 -1.795125 0.022 -0.041 -0.458 -0.48
S -2.067128 -0.062134 -2.333377 -0.294 0.047 0.148 1.69
N -2.570420 -1.606103 -2.368793 0.072 0.013 -0.112 0.18
S -1.857016 -2.970152 -2.294824 -0.044 -0.020 0.086 1.28
N -1.680621 -3.652126 -0.914137 0.018 0.045 0.016 -0.06
S -1.401721 -2.705865 0.394421 -0.018 0.007 -0.125 1.00
N -0.516653 -1.557790 0.249669 -0.021 0.028 0.279 -0.08
C -0.861469 -3.928876 1.555598 0.004 0.018 -0.016 0.39
C -0.442091 -3.418544 2.779790 -0.008 0.016 0.033 -0.21
C -0.021157 -4.307319 3.754835 0.003 -0.027 -0.005 -1.01
C -0.025734 -5.674703 3.504594 -0.014 0.007 -0.001 -1.04
C -0.456207 -6.164325 2.279743 0.004 0.018 0.001 -0.91
C -0.886124 -5.289650 1.291307 0.031 -0.001 -0.011 -0.45
C -3.058554 -2.344433 0.937365 -0.013 0.037 -0.014 1.02
C -3.320764 -1.070352 1.401336 -0.002 -0.054 0.018 1.04
C -4.601241 -0.779945 1.859363 -0.023 -0.045 -0.063 -0.78
C -5.581402 -1.756955 1.850518 0.024 0.002 -0.003 -0.95
C -5.297195 -3.038694 1.381056 0.000 0.005 0.011 -1.08
C -4.029477 -3.342925 0.921181 -0.037 0.014 -0.018 -0.98
C -2.907217 -4.071711 -3.193991 0.051 -0.003 0.020 0.48
C -4.245972 -3.748210 -3.353359 -0.008 -0.017 -0.010 -0.22
C -5.070822 -4.655526 -4.000017 0.006 0.002 -0.008 -0.97
C -4.555289 -5.856541 -4.467834 0.001 0.007 0.006 -0.64
C -3.211668 -6.162935 -4.294563 -0.009 0.004 -0.003 -0.83
C -2.372318 -5.268400 -3.650999 -0.018 -0.017 -0.006 -0.74
C -0.318913 -3.031628 -3.155858 0.009 0.000 -0.031 0.86
C -0.225242 -2.426283 -4.404737 -0.010 0.037 0.023 -0.82
C 0.947790 -2.574987 -5.122094 0.015 -0.015 0.007 -0.71
C 1.990218 -3.339505 -4.604740 -0.022 0.023 -0.012 -0.76
C 1.870663 -3.949374 -3.366306 -0.001 0.003 -0.006 -0.63
C 0.707244 -3.796558 -2.625817 0.040 -0.010 0.014 -0.36
C -2.223423 0.451339 -4.030623 -0.018 -0.043 0.009 0.41
C -3.142181 -0.154272 -4.877023 0.025 -0.036 -0.014 -0.51
C -3.256703 0.307515 -6.178631 0.005 0.012 -0.006 -0.84
C -2.472601 1.369286 -6.614331 -0.014 -0.016 0.003 -0.74
C -1.578254 1.982466 -5.748130 0.005 0.014 0.013 -0.98
C -1.452786 1.528228 -4.442749 0.000 0.009 0.021 -0.53
C -3.502515 0.677275 -1.583766 0.106 0.059 0.077 0.70
C -4.709287 0.019294 -1.409403 -0.065 0.006 -0.078 0.03
C -5.777543 0.718729 -0.869325 0.003 -0.003 -0.036 -0.78
C -5.627479 2.047846 -0.499345 0.031 0.010 -0.005 -0.80
C -4.405043 2.688897 -0.660718 -0.041 -0.016 0.004 -0.87
C -3.333584 2.005552 -1.210205 -0.009 -0.020 0.022 -0.86
H -0.441818 -2.347681 2.967187 0.000 -0.020 -0.030 0.66
H 0.314332 -3.933833 4.713331 0.006 -0.016 -0.006 0.54
H 0.305848 -6.362498 4.270733 0.002 -0.001 0.004 0.42
H -0.461283 -7.229148 2.091327 0.000 -0.003 0.001 0.48
H -1.228831 -5.657478 0.335043 -0.005 -0.004 -0.015 0.50
H -2.539202 -0.319732 1.417474 -0.041 -0.035 -0.025 -0.68
H -4.822796 0.214896 2.223182 -0.013 0.000 -0.004 0.62
H -6.574598 -1.530536 2.215507 -0.008 0.005 0.003 0.50
H -6.065051 -3.800494 1.384754 -0.003 -0.004 -0.003 0.48
H -3.797257 -4.335902 0.559195 0.006 -0.008 -0.006 0.56
H -4.633880 -2.811310 -2.982345 -0.005 0.018 0.014 0.26
H -6.117577 -4.422250 -4.138121 -0.004 -0.001 0.000 0.50
H -5.204430 -6.558455 -4.973368 -0.001 -0.002 -0.002 0.43
H -2.814975 -7.098140 -4.664428 0.005 -0.001 -0.001 0.46
H -1.322925 -5.497234 -3.518778 -0.009 -0.005 0.003 0.50
H -1.054321 -1.864949 -4.816942 -0.009 0.007 0.004 0.51
H 1.041562 -2.115258 -6.096747 0.003 0.006 -0.006 0.52
H 2.897428 -3.466484 -5.180673 0.002 -0.001 0.000 0.46
H 2.683826 -4.540540 -2.968185 -0.001 -0.003 -0.001 0.52
H 0.600083 -4.256695 -1.653300 -0.006 -0.001 0.004 0.31
H -3.749934 -0.979316 -4.529154 0.005 0.000 -0.001 0.37
H -3.962617 -0.157919 -6.853000 0.001 -0.001 -0.001 0.49
H -2.570117 1.727587 -7.630120 -0.002 0.002 -0.004 0.44
H -0.990609 2.826495 -6.084063 0.006 -0.003 0.001 0.51
H -0.786227 2.008864 -3.736463 0.003 0.010 -0.016 0.76
H -4.811619 -1.023223 -1.671038 0.000 -0.009 0.007 0.10
H -6.725586 0.217139 -0.728040 -0.001 0.006 0.005 0.49
H -6.465261 2.587132 -0.077914 -0.005 0.003 0.001 0.44
H -4.286127 3.720365 -0.358801 0.003 0.003 0.002 0.54
H -2.372648 2.489658 -1.330464 0.002 -0.004 -0.008 0.55
S 2.073506 3.228747 -1.191853 -0.008 -0.093 0.026 -0.27
C 1.364767 1.963836 -0.662021 -0.014 0.080 0.073 0.54
C 4.996832 0.359948 -2.069625 -0.020 0.015 -0.003 -0.87
N 3.833501 0.661544 -2.885180 0.043 -0.062 -0.054 0.25
C 3.878258 1.593921 -4.017120 -0.011 0.039 0.031 -0.67
C 2.410088 1.643970 -4.491950 0.016 -0.001 0.018 -0.53
N 1.778198 0.660321 -3.620133 0.032 -0.024 -0.082 0.75
C 2.616474 0.174147 -2.708076 -0.165 -0.016 -0.134 -0.82
S 2.160842 -0.971072 -1.518939 0.072 0.087 0.163 -0.02
H 5.874471 0.765356 -2.566887 0.006 -0.018 -0.006 0.41
H 5.114911 -0.715345 -1.956968 0.001 -0.006 0.014 0.33
H 4.907133 0.815062 -1.083717 0.002 0.014 0.026 0.23
H 4.557193 1.222865 -4.785210 -0.010 -0.019 -0.001 0.41
H 4.236028 2.567353 -3.681950 0.015 0.001 -0.012 0.38
H 2.307146 1.361315 -5.538640 -0.003 0.010 -0.004 0.37
H 1.971819 2.632766 -4.350502 -0.009 0.001 0.012 0.30
H 0.792326 0.452532 -3.571378 -0.022 0.045 0.076 -0.33
```
Positions in Å, forces in eV/Å.